{
  "formula": "C3H9O3P2",
  "method": "ωB97M-V/def2-TZVPD",
  "lumo_ev": 4.092,
  "orbital_gap_ha": 0.272,
  "charge": -1,
  "multiplicity": 1,
  "largest_force_ev_per_a": 5.30,
  "symbols": ["C", "C", "C", "O", "O", "O", "P", "P", "H", "H", "H", "H", "H", "H", "H", "H", "H"],
  "xyz": [[-0.1546, 1.6668, 1.0280], [-2.3527, -1.0905, -0.3906], [0.0529, 0.4228, 0.1424], [2.6445, -1.2673, -0.4211], [0.0129, -2.1609, -0.3182], [2.8300, 1.1013, -0.5974], [-0.7686, -1.1346, 0.6939], [2.3785, -0.0498, 0.4932], [-0.0710, 1.4385, 2.0062], [-1.2135, 2.0641, 0.8633], [0.7086, 2.4587, 0.6923], [-2.8887, -2.0042, -0.1040], [-1.8251, -1.0013, -1.4279], [-2.8157, -0.0640, 0.0028], [-0.1104, 0.7123, -1.0271], [0.8909, -1.8497, -0.1673], [2.6821, 0.7578, -1.4684]],
  "atomic_forces_ev_per_a": [[0.31, 1.75, -4.99], [1.77, 2.29, 0.87], [0.92, 0.03, -0.88], [-0.61, 0.04, 1.53], [-1.50, -0.80, 0.19], [0.32, 1.81, 1.17], [-0.98, 1.44, -1.07], [-1.17, -0.56, -2.22], [0.52, -0.67, 3.41], [1.38, 0.10, 0.18], [-2.29, -1.49, 1.01], [-0.32, 0.45, -0.73], [-1.67, -0.33, 1.65], [0.41, -2.34, -1.22], [0.46, -0.93, 2.54], [2.57, -0.24, -0.67], [-0.14, -0.57, -0.77]]
}